(1)
{"formula": "C3H10NOS", "method": "wB97M-V/def2-TZVPD", "species": ["C", "C", "S", "C", "N", "H", "H", "H", "H", "H", "H", "H", "H", "H", "H", "O"], "xyz": [[0.1853, -1.0378, 0.7337], [0.0407, 0.4592, 0.5668], [0.1427, 1.1288, -1.1645], [1.6902, -1.4371, 0.9002], [2.1648, -1.2658, 2.2698], [-0.2735, -1.6190, -0.0642], [-0.2821, -1.3196, 1.6932], [0.7411, 1.0410, 1.1630], [-0.8824, 0.9665, 0.8993], [2.2339, -0.7991, 0.2098], [1.9001, -2.4646, 0.5723], [1.8255, -0.3944, 2.6767], [1.6959, -1.9000, 2.9301], [-3.1585, 1.1832, -2.7909], [-3.3439, 1.1437, -1.2278], [-3.6920, 0.8422, -2.0896]], "lowdin_spin": [0.137, 0.036, 0.059, 0.101, 0.146, 0.018, 0.099, 0.017, 0.021, 0.006, 0.044, 0.096, 0.186, 0.002, 0.007, 0.023], "multiplicity": 2, "de_lowest_kj_mol": 111.52, "energy_ha": -648.337910, "total_charge": -2}


(2)
{"formula": "C3H10NOS", "method": "wB97M-V/def2-TZVPD", "species": ["C", "S", "C", "H", "H", "H", "H", "H", "H", "N", "C", "O", "H", "H", "H", "H"], "xyz": [[-1.6294, -0.7229, -1.5315], [-0.4363, -1.6803, -2.5728], [0.8645, -1.3840, -1.2578], [-1.2497, 0.3114, -1.4279], [-1.7527, -1.2956, -0.5491], [-2.5497, -0.7262, -2.0927], [1.6469, -0.8215, -1.6723], [0.6505, -0.7687, -0.4384], [1.1559, -2.3630, -0.7687], [0.2375, 2.2296, 1.8531], [0.4436, 0.7531, 1.7801], [-0.3896, 0.1471, 0.9145], [0.2266, 2.5901, 0.8858], [0.8317, 2.7236, 2.5204], [1.5403, 0.5008, 1.4974], [0.4099, 0.5065, 2.8600]], "lowdin_spin": [0.000, 0.000, 0.017, 0.000, 0.000, 0.000, 0.001, 0.003, 0.001, 0.012, 0.111, 0.742, 0.001, -0.001, 0.073, 0.040], "multiplicity": 2, "de_lowest_kj_mol": 223.73, "energy_ha": -648.349175}